{"formula": "C29H63N3O3P", "method": "the ωB97M-V functional and the def2-TZVPD basis", "symbols": ["C", "C", "C", "C", "C", "C", "C", "C", "C", "C", "C", "C", "C", "C", "C", "C", "N", "N", "C", "C", "C", "C", "C", "P", "O", "O", "C", "C", "O", "C", "C", "H", "H", "H", "H", "H", "H", "H", "H", "H", "H", "H", "H", "H", "H", "H", "H", "H", "H", "H", "H", "H", "H", "H", "H", "H", "H", "H", "H", "H", "H", "H", "H", "H", "H", "H", "H", "H", "H", "H", "H", "H", "H", "H", "H", "H", "H", "H", "H", "H", "H", "H", "H", "H", "H", "H", "H", "C", "C", "C", "C", "N", "H", "H", "H", "H", "H", "H", "H"], "coordinates": [[10.892108, -3.795429, 0.188029], [12.051650, -3.142128, -0.567150], [11.722731, -1.751633, -1.104275], [11.553433, -0.688403, -0.007338], [10.113750, -0.372566, 0.396018], [9.269531, 0.249615, -0.709286], [7.797520, 0.360748, -0.327247], [6.968739, 1.193827, -1.317930], [6.177090, 2.312622, -0.649229], [5.422927, 3.200837, -1.639292], [4.129760, 2.573984, -2.155903], [3.054426, 2.414791, -1.071639], [1.646453, 2.710818, -1.576802], [0.594513, 2.659250, -0.460063], [-0.783562, 2.118962, -0.901754], [-1.933327, 3.088702, -0.610823], [-3.203360, 2.439668, -0.111807], [-4.113133, 3.531540, 0.142293], [-2.997553, 1.695981, 1.189643], [-2.119614, 2.419247, 2.192095], [-3.725906, 1.502405, -1.175173], [-5.124785, 0.948231, -0.896470], [-5.198930, -0.558600, -1.146552], [-6.863543, -1.193334, -1.461478], [-6.861389, -2.611325, -1.821964], [-7.355697, -0.146696, -2.548234], [-8.761350, 0.085274, -2.797360], [-9.485162, -1.142250, -3.304766], [-7.712758, -0.791198, -0.183256], [-8.291318, -1.805822, 0.695052], [-9.810697, -1.723163, 0.660996], [10.968557, -4.883111, 0.181205], [9.933918, -3.525940, -0.264378], [10.855923, -3.468858, 1.228963], [12.358675, -3.784923, -1.394990], [12.913407, -3.060949, 0.103077], [10.805896, -1.828773, -1.699499], [12.508350, -1.442704, -1.797582], [12.034368, 0.246041, -0.313046], [12.097282, -1.026619, 0.880868], [10.136479, 0.331238, 1.234860], [9.618905, -1.275372, 0.771368], [9.649807, 1.252040, -0.937988], [9.357762, -0.332019, -1.631849], [7.725006, 0.808372, 0.670925], [7.375754, -0.644503, -0.236881], [6.286047, 0.541496, -1.869827], [7.633754, 1.641308, -2.064084], [6.867673, 2.923681, -0.060950], [5.473561, 1.869579, 0.066109], [6.080681, 3.413684, -2.487091], [5.197896, 4.167087, -1.176733], [3.730655, 3.181795, -2.973196], [4.355328, 1.596315, -2.590292], [3.278031, 3.080809, -0.230302], [3.068199, 1.395640, -0.672861], [1.640126, 3.704688, -2.033215], [1.384952, 2.002296, -2.369502], [0.473751, 3.664337, -0.047258], [0.981577, 2.047733, 0.358201], [-0.968391, 1.156032, -0.421812], [-0.761184, 1.911770, -1.972628], [-1.665971, 3.839033, 0.125483], [-2.236122, 3.618809, -1.513782], [-4.541408, 3.797378, -0.740879], [-4.837973, 3.205630, 0.774165], [-2.590437, 0.721231, 0.930714], [-3.989486, 1.530192, 1.606532], [-1.069399, 2.392828, 1.908971], [-2.424636, 3.456484, 2.322432], [-2.216497, 1.911986, 3.151058], [-3.693778, 2.071087, -2.105281], [-2.998870, 0.697352, -1.258584], [-5.424855, 1.153134, 0.132852], [-5.849639, 1.451927, -1.533956], [-4.804227, -1.113520, -0.292549], [-4.616928, -0.845659, -2.026666], [-9.218864, 0.467161, -1.882556], [-8.785689, 0.878475, -3.542534], [-9.127030, -1.429722, -4.292590], [-9.369291, -1.994000, -2.633891], [-10.548971, -0.909710, -3.378097], [-7.931215, -2.785567, 0.386261], [-7.906005, -1.596959, 1.689207], [-10.256967, -2.622702, 0.239993], [-10.211887, -1.589188, 1.663675], [-10.119034, -0.865672, 0.063046], [-5.313997, -2.850743, 5.217217], [-5.869187, -4.252635, 5.429924], [-6.487435, -4.840817, 4.157083], [-7.654725, -4.079389, 3.711409], [-8.590267, -3.496744, 3.389395], [-6.105048, -2.153108, 4.935979], [-4.847079, -2.476438, 6.127664], [-4.559097, -2.847882, 4.426988], [-6.620999, -4.239483, 6.220307], [-5.075522, -4.924809, 5.758524], [-6.801554, -5.872782, 4.317774], [-5.755161, -4.851280, 3.346779]], "forces_ev_per_a": [[-0.1, 0.1, 0.0], [0.0, 0.0, 0.1], [-0.1, 0.0, 0.0], [0.1, 0.0, 0.0], [0.0, 0.0, 0.1], [0.0, 0.0, 0.0], [-0.1, 0.0, 0.0], [0.0, -0.1, -0.1], [0.0, 0.0, 0.0], [0.1, 0.0, 0.0], [0.0, 0.0, 0.0], [0.0, 0.0, 0.0], [0.0, 0.0, 0.0], [0.0, 0.1, 0.0], [-0.1, 0.0, 0.0], [0.1, 0.0, -0.1], [-0.1, 0.0, -0.1], [0.1, 0.1, 0.1], [0.1, 0.0, 0.1], [0.0, 0.0, -0.1], [-0.1, -0.1, 0.0], [0.0, 0.0, 0.0], [-0.1, 0.0, -0.1], [0.1, 0.1, 0.0], [0.0, -0.1, 0.1], [0.0, 0.0, 0.0], [-0.2, 0.0, -0.1], [-0.1, 0.0, 0.0], [0.1, -0.1, 0.0], [-0.1, 0.0, 0.1], [0.0, 0.0, 0.1], [0.0, 0.0, 0.1], [0.0, -0.1, -0.1], [0.0, 0.0, 0.0], [0.0, 0.0, 0.0], [0.1, -0.1, -0.1], [0.1, 0.0, 0.0], [0.0, 0.0, 0.0], [0.0, 0.0, 0.0], [0.0, 0.1, 0.0], [0.0, -0.1, 0.0], [0.0, 0.0, -0.1], [0.1, 0.0, 0.0], [0.0, 0.0, 0.0], [0.0, 0.0, 0.0], [0.0, 0.0, 0.1], [0.0, 0.0, -0.1], [0.0, 0.0, 0.0], [0.0, 0.0, 0.0], [0.0, 0.1, 0.0], [0.0, 0.0, 0.0], [-0.1, 0.0, 0.0], [0.0, 0.0, 0.0], [0.0, 0.0, -0.1], [0.0, 0.0, 0.0], [0.0, 0.1, 0.1], [0.0, 0.0, -0.1], [0.1, 0.0, 0.0], [0.0, 0.0, 0.0], [-0.1, 0.0, 0.0], [0.0, 0.0, 0.0], [0.0, 0.0, 0.0], [-0.1, -0.1, 0.1], [0.0, 0.1, 0.0], [0.0, 0.0, 0.1], [-0.1, 0.0, -0.2], [0.0, 0.0, 0.0], [0.0, 0.0, -0.1], [0.0, 0.0, 0.0], [0.0, 0.0, 0.0], [0.0, 0.0, 0.0], [0.0, 0.0, 0.0], [0.1, 0.0, 0.0], [-0.1, -0.1, 0.0], [0.0, 0.1, 0.0], [0.0, -0.1, -0.1], [0.0, 0.0, 0.0], [0.1, -0.1, 0.0], [0.0, 0.0, 0.0], [0.0, 0.0, 0.0], [0.0, 0.0, 0.0], [0.0, 0.0, 0.0], [0.0, 0.1, 0.0], [0.0, 0.1, 0.0], [0.0, 0.0, -0.1], [0.0, -0.1, 0.0], [0.0, 0.0, 0.0], [0.0, 0.0, 0.0], [0.0, 0.0, 0.0], [0.1, 0.0, 0.0], [-0.1, -0.1, 0.0], [0.1, 0.1, 0.0], [0.0, 0.0, 0.0], [0.0, 0.0, 0.0], [0.0, 0.0, 0.0], [0.0, 0.0, 0.0], [0.0, 0.0, 0.0], [0.0, 0.0, 0.0], [0.0, 0.0, 0.0]], "mulliken_charge": [-1.06, -0.59, -0.55, -0.85, -0.65, -0.39, -0.81, -0.50, -0.39, -1.19, -0.74, -0.57, -0.93, -1.08, -0.18, -1.13, 0.43, -0.80, -0.45, -1.42, -0.94, -0.06, -0.85, 0.67, -0.78, -0.25, -0.26, -1.05, -0.29, -0.19, -1.15, 0.35, 0.25, 0.27, 0.38, 0.33, 0.27, 0.29, 0.39, 0.43, 0.39, 0.30, 0.26, 0.22, 0.30, 0.34, 0.25, 0.31, 0.38, 0.30, 0.43, 0.37, 0.54, 0.30, 0.40, 0.35, 0.29, 0.36, 0.50, 0.40, 0.32, 0.52, 0.63, 0.45, 0.30, 0.31, 0.46, 0.63, 0.23, 0.38, 0.43, 0.38, 0.52, 0.16, 0.44, 0.33, 0.41, 0.26, 0.33, 0.32, 0.28, 0.38, 0.37, 0.22, 0.30, 0.35, 0.31, -1.11, -0.40, -0.45, 0.28, -0.43, 0.33, 0.33, 0.28, 0.31, 0.31, 0.31, 0.27], "total_charge": 1, "homo_lumo_gap_ev": 9.456, "energy_ha": -1873.9378, "spin_multiplicity": 1, "fmax_ha_per_bohr": 0.0040}